The following is a quantum chemistry calculation of a molecular structure, C18H38BeF5N4O10S4 in a non-equilibrium geometry, from the OMol25 dataset.

Geometry (Å):
Be  10.29  7.05  23.54
F  12.39  5.97  24.19
N  8.15  11.27  25.15
S  9.12  9.98  25.72
O  9.81  10.05  26.99
O  9.85  9.21  24.70
F  7.85  9.04  25.96
S  9.38  12.29  25.19
O  10.46  12.05  24.28
O  9.60  12.89  26.49
F  8.69  13.50  24.41
N  8.00  7.28  23.27
S  6.77  6.23  23.86
O  6.88  4.87  23.38
O  5.44  6.70  24.21
F  7.45  6.13  25.28
S  6.94  8.14  22.53
O  6.27  9.18  23.27
O  6.37  7.61  21.33
F  8.04  9.12  21.82
C  9.73  4.52  21.81
C  9.89  5.22  20.49
C  8.51  5.36  19.83
C  8.49  6.42  18.72
C  9.20  7.69  19.05
C  10.68  7.54  19.54
N  10.57  6.57  20.64
O  11.73  6.52  21.40
C  11.68  7.10  18.44
C  11.10  8.92  20.11
C  10.73  4.29  19.58
H  10.73  4.47  22.26
H  9.24  3.56  21.65
H  9.13  5.09  22.52
H  8.26  4.38  19.41
H  7.66  5.57  20.47
H  7.49  6.76  18.46
H  8.86  5.95  17.80
H  8.62  8.32  19.72
H  9.20  8.31  18.15
H  11.19  6.44  17.73
H  11.92  8.02  17.90
H  12.59  6.66  18.85
H  10.39  9.25  20.87
H  12.11  8.97  20.52
H  11.02  9.59  19.25
H  10.81  4.67  18.56
H  10.39  3.26  19.62
H  11.77  4.26  19.92
H  12.32  5.93  20.89
C  10.14  6.59  27.50
C  10.47  5.08  27.50
C  9.87  4.55  28.80
C  9.78  3.04  28.79
C  8.96  2.62  27.62
C  9.44  3.07  26.21
N  9.72  4.57  26.33
O  10.15  5.16  25.15
C  10.73  2.32  25.79
C  8.43  2.77  25.18
C  12.02  4.91  27.50
H  10.67  7.03  28.35
H  10.72  7.02  26.68
H  9.10  6.88  27.48
H  10.49  4.94  29.61
H  8.85  4.93  28.93
H  10.79  2.63  28.70
H  9.44  2.85  29.81
H  7.90  2.81  27.78
H  8.96  1.52  27.54
H  11.67  2.51  26.31
H  11.12  2.47  24.78
H  10.51  1.26  25.89
H  8.77  3.09  24.19
H  7.54  3.39  25.28
H  8.18  1.72  25.04
H  12.42  5.12  26.50
H  12.60  5.61  28.10
H  12.34  3.88  27.66
H  11.06  4.83  25.02

Its spin multiplicity is 1. The energy is -103041.74045 eV. Its charge is -1. Its energy above the lowest of the compared OMol25 structures with the same formula, charge and spin is 1.9541 eV.